# C5H8N

An isolated ion of composition C5H8N and charge +1 in a non-equilibrium geometry (ωB97M-V/def2-TZVPD, the OMol25 dataset).

```
14
Properties=species:S:1:pos:R:3:lowdin_charge:R:1
C 1.86 0.28 0.43 -0.169
C 2.55 -0.63 -0.18 0.332
C 0.46 0.35 0.11 -0.228
C -0.24 1.63 -0.39 0.064
C -1.35 -1.36 0.01 -0.004
N -0.12 -0.79 0.43 0.061
H 2.22 1.03 1.11 0.141
H 0.41 2.40 -0.04 0.087
H -1.25 1.81 -0.08 0.097
H -0.10 1.45 -1.47 0.130
H -1.08 -2.04 -0.83 0.137
H -1.95 -1.95 0.71 0.124
H -1.93 -0.58 -0.32 0.065
H 0.54 -1.59 0.51 0.162
```

The molar mass comes out at 82.13 Da. The LUMO energy is -0.2157 hartree. Its net charge is +1. The energy relative to the best compared isomer or geometry (same formula, charge and spin) comes out at 5.143 eV. For the frontier orbital gap, the calculation gives 10.1 eV.



# C5H12NS2

An isolated ion of composition C5H12NS2 and charge -1 in a non-equilibrium geometry (ωB97M-V/def2-TZVPD, the OMol25 dataset).

```
20
Properties=species:S:1:pos:R:3:lowdin_charge:R:1
S 0.87 -2.73 -3.20 0.126
C -0.03 -1.48 -2.43 -0.934
C -0.60 -1.93 -1.10 -0.346
C -1.06 -0.82 -0.17 -0.279
N 0.06 -0.13 0.48 -0.110
C -0.16 1.23 0.93 -0.340
C 0.74 1.60 2.11 -0.507
S 1.11 3.47 2.29 0.610
H -0.88 -1.22 -3.12 0.032
H 0.54 -0.49 -2.54 0.049
H -1.48 -2.55 -1.38 0.104
H 0.05 -2.58 -0.53 0.074
H -1.74 -0.08 -0.64 0.109
H -1.63 -1.35 0.68 0.116
H 0.91 -0.16 -0.18 0.144
H 0.08 1.99 0.11 0.113
H -1.20 1.35 1.26 0.111
H 0.29 1.36 3.11 0.063
H 1.71 1.11 2.20 0.056
H 2.43 3.41 2.14 -0.191
```

The molar mass comes out at 150.29 Da. The LUMO energy is 0.0955 hartree. Its net charge is -1. The SMILES is [S-]CCCNCCS. The energy relative to the best compared isomer or geometry (same formula, charge and spin) comes out at 0.738 eV. For the frontier orbital gap, the calculation gives 4.8 eV.



# C36H53N4OP2Pb

C36H53N4OP2Pb as an isolated structure in a non-equilibrium geometry (ωB97M-V/def2-TZVPD, the OMol25 dataset).

```
97
Properties=species:S:1:pos:R:3:lowdin_charge:R:1
C -1.31 -1.89 -1.89 -0.378
C 0.73 -2.87 -1.21 -0.377
C -1.47 -2.83 -2.92 -0.070
C 0.52 -3.92 -2.14 -0.041
C -0.55 -3.88 -3.01 -0.066
H -2.32 -2.73 -3.59 0.104
H 1.28 -4.71 -2.16 0.112
H -0.68 -4.66 -3.75 0.109
N -0.25 -1.90 -1.08 -0.027
P -2.70 -0.44 0.10 0.983
P 2.53 -1.32 0.29 0.916
C -2.38 -0.80 -1.68 -0.268
H -2.05 0.13 -2.17 0.066
H -3.32 -1.09 -2.17 0.078
C 1.93 -2.79 -0.46 -0.305
H 2.54 -3.70 -0.42 0.056
C 3.59 -0.38 -0.96 -0.678
C 3.45 -1.79 1.87 -0.690
C -3.55 1.25 0.27 -0.684
C -3.77 -1.90 0.64 -0.674
C 3.61 1.10 -0.54 -0.101
H 4.08 1.24 0.44 0.065
H 4.18 1.68 -1.28 0.090
H 2.59 1.52 -0.49 0.031
C 5.02 -0.94 -1.02 -0.099
H 5.59 -0.77 -0.10 0.065
H 5.02 -2.01 -1.26 0.087
H 5.55 -0.42 -1.83 0.089
C 2.97 -0.53 -2.36 -0.097
H 3.52 0.12 -3.06 0.090
H 3.05 -1.57 -2.72 0.088
H 1.92 -0.23 -2.38 0.038
C 4.14 -0.53 2.43 -0.093
H 3.43 0.30 2.58 0.076
H 4.57 -0.78 3.41 0.091
H 4.96 -0.18 1.79 0.065
C 2.43 -2.32 2.89 -0.117
H 1.71 -1.55 3.20 0.034
H 1.87 -3.19 2.50 0.080
H 2.97 -2.65 3.79 0.095
C 4.48 -2.89 1.59 -0.091
H 5.24 -2.59 0.87 0.059
H 5.00 -3.11 2.54 0.091
H 4.00 -3.81 1.24 0.078
C -4.25 -1.67 2.09 -0.090
H -4.83 -2.55 2.39 0.098
H -3.39 -1.58 2.78 0.044
H -4.90 -0.79 2.18 0.068
C -2.90 -3.16 0.61 -0.079
H -2.55 -3.41 -0.40 0.078
H -2.03 -3.06 1.28 0.037
H -3.50 -4.01 0.98 0.103
C -4.98 -2.10 -0.29 -0.082
H -5.56 -2.94 0.12 0.096
H -5.64 -1.23 -0.32 0.060
H -4.69 -2.37 -1.31 0.079
C -2.79 2.31 -0.56 -0.103
H -2.77 2.06 -1.63 0.077
H -3.30 3.27 -0.45 0.097
H -1.76 2.44 -0.22 0.048
C -3.47 1.66 1.76 -0.088
H -2.42 1.74 2.10 0.058
H -3.95 2.64 1.88 0.098
H -3.98 0.95 2.41 0.062
C -5.00 1.20 -0.20 -0.093
H -5.09 0.84 -1.24 0.090
H -5.64 0.60 0.45 0.071
H -5.41 2.22 -0.18 0.092
Pb -0.04 -0.31 0.91 1.071
C -1.06 -2.02 3.15 -0.067
O -1.01 -2.90 3.88 0.112
N 0.23 1.13 -1.09 0.110
C 0.36 1.75 -2.08 -0.105
C 0.51 2.58 -3.22 -0.210
C 0.28 3.96 -3.10 -0.015
C 0.88 2.02 -4.46 -0.010
C 0.46 4.79 -4.21 -0.054
H -0.05 4.37 -2.14 0.121
C 1.07 2.86 -5.56 -0.049
H 1.00 0.94 -4.54 0.123
C 0.87 4.24 -5.43 -0.047
H 0.29 5.86 -4.12 0.117
H 1.37 2.42 -6.52 0.118
H 1.02 4.88 -6.30 0.117
N 0.00 0.79 4.48 0.140
C 0.18 1.96 3.78 -0.390
C 0.25 3.19 4.48 -0.011
C 0.49 4.35 3.76 -0.050
C 0.73 4.25 2.37 -0.070
C 0.67 3.00 1.77 -0.156
N 0.33 1.88 2.45 -0.034
H -0.39 -0.03 4.00 0.019
H -0.19 0.86 5.47 0.107
H 0.11 3.17 5.56 0.114
H 0.52 5.33 4.25 0.118
H 0.95 5.13 1.76 0.104
H 0.91 2.87 0.71 0.078
```

The molar mass comes out at 827.00 Da. The LUMO energy is -0.1006 hartree. Its net charge is +1. The energy relative to the best compared isomer or geometry (same formula, charge and spin) comes out at 0.000 eV. For the frontier orbital gap, the calculation gives 5.6 eV.



# C36H84BCuF4O18

C36H84BCuF4O18 as an isolated structure in a non-equilibrium geometry (ωB97M-V/def2-TZVPD, the OMol25 dataset).

```
144
Properties=species:S:1:pos:R:3:mulliken_spin:R:1
Cu 1.43 2.94 -1.38 0.766
B -0.65 1.21 -1.85 0.000
F 0.46 1.71 -2.68 0.024
F -0.69 -0.14 -1.86 0.001
F -0.17 1.77 -0.54 0.003
F -1.87 1.76 -2.17 0.000
C -3.46 -8.87 -1.38 0.000
O -3.70 -7.86 -2.27 0.000
C -3.27 -6.58 -1.79 0.000
C -3.72 -5.48 -2.72 0.000
O -5.09 -5.24 -2.53 0.000
C -5.92 -5.40 -3.70 0.000
C -6.02 -4.08 -4.41 0.000
O -4.79 -3.74 -5.02 0.000
C -5.00 -2.45 -5.72 0.000
H -2.41 -8.83 -1.04 0.000
H -3.75 -9.83 -1.86 0.000
H -4.12 -8.80 -0.49 0.000
H -2.12 -6.54 -1.68 0.000
H -3.73 -6.37 -0.83 0.000
H -3.56 -5.74 -3.76 0.000
H -2.98 -4.59 -2.46 0.000
H -6.85 -5.76 -3.20 0.000
H -5.46 -6.20 -4.39 0.000
H -6.38 -3.27 -3.75 0.000
H -6.79 -4.20 -5.23 0.000
H -4.01 -2.05 -5.91 0.000
H -5.57 -1.68 -5.18 0.000
H -5.50 -2.71 -6.73 0.000
C -2.44 4.38 0.38 0.001
O -1.46 5.10 1.19 0.000
C -1.98 6.30 1.77 0.000
C -0.81 6.91 2.59 0.000
O 0.04 7.45 1.65 0.000
C 1.03 8.28 2.21 0.000
C 1.43 9.31 1.16 0.000
O 1.98 8.73 -0.04 0.000
C 1.89 9.65 -1.07 0.000
H -3.09 3.75 0.94 0.000
H -1.78 3.65 -0.09 -0.001
H -2.86 5.07 -0.37 0.000
H -2.74 6.22 2.48 0.000
H -2.41 6.98 1.04 0.000
H -0.31 6.15 3.21 0.000
H -1.14 7.60 3.31 0.000
H 1.81 7.60 2.62 0.000
H 0.65 8.86 3.05 0.000
H 2.17 9.96 1.64 0.000
H 0.57 9.95 0.84 0.000
H 2.39 10.56 -0.79 0.000
H 0.84 9.77 -1.29 0.000
H 2.43 9.29 -1.99 0.000
C -0.51 4.62 -3.07 0.000
O 0.54 4.53 -2.12 0.052
C 0.75 5.69 -1.24 0.005
C 1.49 5.30 0.03 -0.008
O 2.53 4.25 -0.31 0.075
C 2.89 3.36 0.84 0.001
C 3.66 2.21 0.12 0.005
O 2.64 1.61 -0.77 0.073
C 2.90 0.40 -1.57 -0.001
H -0.12 5.09 -3.95 0.000
H -1.42 5.17 -2.59 0.001
H -0.74 3.60 -3.31 0.003
H -0.18 5.98 -0.81 0.002
H 1.28 6.45 -1.80 0.000
H 0.87 4.88 0.86 -0.007
H 1.99 6.17 0.53 0.005
H 1.97 2.90 1.19 -0.009
H 3.43 3.84 1.64 0.001
H 4.07 1.49 0.83 0.003
H 4.45 2.60 -0.55 0.000
H 3.37 0.65 -2.48 -0.001
H 1.90 -0.07 -1.72 -0.001
H 3.36 -0.23 -0.82 0.007
C -4.44 -3.46 1.65 0.000
O -3.37 -2.85 0.99 0.000
C -2.77 -3.52 -0.10 0.000
C -1.29 -3.26 -0.08 0.000
O -0.67 -3.87 0.99 0.000
C 0.21 -4.93 0.82 0.000
C 1.37 -4.73 1.80 0.000
O 2.43 -3.99 1.26 0.000
C 3.27 -3.43 2.20 0.000
H -4.09 -4.08 2.49 0.000
H -5.02 -4.17 1.02 0.000
H -5.24 -2.76 2.00 0.000
H -3.25 -3.25 -1.09 0.000
H -2.93 -4.61 0.02 0.000
H -1.13 -2.18 0.04 0.000
H -0.80 -3.64 -1.01 0.000
H 0.67 -4.91 -0.19 0.000
H -0.22 -5.93 1.10 0.000
H 1.77 -5.73 2.04 0.000
H 1.05 -4.26 2.72 0.000
H 3.80 -2.58 1.79 0.000
H 4.06 -4.09 2.64 0.000
H 2.63 -3.18 3.04 0.000
C 5.59 -4.95 -4.63 0.000
O 4.64 -4.20 -3.87 0.000
C 5.24 -3.55 -2.74 0.000
C 4.10 -3.01 -1.91 0.000
O 3.04 -2.38 -2.73 0.000
C 1.99 -3.29 -3.01 0.000
C 0.73 -2.53 -3.29 0.000
O -0.35 -3.30 -3.82 0.000
C -1.50 -2.50 -4.11 0.000
H 5.05 -5.48 -5.34 0.000
H 6.21 -5.59 -4.04 0.000
H 6.21 -4.26 -5.16 0.000
H 5.90 -2.73 -3.02 0.000
H 5.85 -4.25 -2.09 0.000
H 4.38 -2.23 -1.19 -0.001
H 3.67 -3.85 -1.33 0.000
H 1.85 -3.95 -2.15 0.000
H 2.30 -3.91 -3.85 0.000
H 1.04 -1.84 -4.13 0.000
H 0.44 -2.03 -2.41 0.000
H -1.27 -1.66 -4.80 0.000
H -1.99 -2.16 -3.16 0.000
H -2.12 -3.19 -4.72 0.000
C 3.53 -1.04 7.21 0.000
O 2.60 -0.47 8.08 0.000
C 1.35 -0.23 7.67 0.000
C 1.07 1.18 7.20 0.000
O 1.72 1.55 6.00 0.000
C 1.42 2.73 5.34 0.000
C 0.35 2.58 4.28 0.000
O -0.96 2.58 4.79 0.000
C -1.97 3.05 3.90 0.000
H 3.50 -0.56 6.20 0.000
H 3.40 -2.13 7.14 0.000
H 4.60 -0.83 7.57 0.000
H 0.52 -0.48 8.37 0.000
H 1.10 -0.84 6.80 0.000
H 1.33 1.95 7.91 0.000
H -0.05 1.21 7.00 0.000
H 2.34 3.02 4.86 0.000
H 1.19 3.60 5.98 0.000
H 0.55 1.64 3.75 0.000
H 0.53 3.45 3.61 0.000
H -1.89 4.10 3.55 0.000
H -2.90 2.78 4.31 0.000
H -1.88 2.45 3.00 0.000
```

Its expectation value of S² is 0.752. Its spin multiplicity is 2. The molar mass comes out at 955.40 Da. The LUMO energy (alpha / beta) is -0.0849 / -0.1851 hartree. Its net charge is +1. For the frontier orbital gap (alpha / beta), the calculation gives 8.3 / 5.6 eV.



# C4H6N3O2S

An isolated ion of composition C4H6N3O2S and charge -1 in a non-equilibrium geometry (ωB97M-V/def2-TZVPD, the OMol25 dataset).

```
16
Properties=species:S:1:pos:R:3:lowdin_charge:R:1
C -0.75 1.64 -0.04 -0.349
C -1.56 0.65 -0.49 -0.220
C 0.28 -0.73 -0.14 -0.313
C 2.49 0.32 0.29 -0.103
N 0.60 1.58 -0.09 -0.011
N 1.12 0.32 -0.08 -0.250
N 0.44 -1.96 -0.15 0.023
O -4.04 0.49 -0.01 -0.530
O -2.64 -1.64 -0.08 -0.362
S -2.82 -0.10 0.50 0.739
H -1.26 2.53 0.18 0.074
H 3.03 -0.66 0.16 0.078
H 3.14 0.94 -0.25 0.037
H 2.48 0.68 1.43 0.120
H -1.95 -1.73 -0.74 0.003
H 1.42 -2.33 -0.50 0.064
```

The molar mass comes out at 160.18 Da. The LUMO energy is 0.1359 hartree. Its net charge is -1. The energy relative to the best compared isomer or geometry (same formula, charge and spin) comes out at 4.758 eV. For the frontier orbital gap, the calculation gives 6.9 eV.